Molecular formula: C6H10O
Method: DFT, the ωB97M-V functional and the def2-TZVPD basis

Properties
Kohn-Sham gap: 0.3522 Eh
Structure (SMILES): CCCCC#CO
HOMO: -0.3295 Eh
Energy relative to the best compared isomer or geometry (same formula, charge and spin): 43.8 kcal/mol
LUMO energy: 0.023 Ha
Net charge: 0
2S+1: 1

Last columns: bonded neighbours and bond lengths (Å).
Atoms and positions in Å:
1 C -1.16384 -0.72022 -0.42200  C2 1.538, C3 1.534, H9 1.092, H10 1.092
2 C -0.09863 -1.65195 0.17942  C1 1.538, C7 1.448, H11 1.095, H12 1.097
3 C -1.31988 0.60234 0.33994  C1 1.534, C4 1.526, H13 1.091, H14 1.098
4 C -0.47096 1.74135 -0.21810  C3 1.526, H15 1.083, H16 1.086, H17 1.084
5 O 3.28552 0.38004 0.21793  C6 1.310, H8 0.969
6 C 2.20554 -0.36117 0.19644  O5 1.310, C7 1.199
7 C 1.20493 -1.02232 0.21574  C2 1.448, C6 1.199
8 H 4.06255 -0.13879 -0.03820  O5 0.969
9 H -0.91598 -0.51289 -1.46553  C1 1.092
10 H -2.11396 -1.25898 -0.40392  C1 1.092
11 H -0.38966 -1.93155 1.19722  C2 1.095
12 H -0.03601 -2.56939 -0.41797  C2 1.097
13 H -1.07630 0.45151 1.39216  C3 1.091
14 H -2.37259 0.90993 0.29664  C3 1.098
15 H 0.58533 1.52225 -0.12733  C4 1.083
16 H -0.69952 1.90560 -1.26729  C4 1.086
17 H -0.68660 2.65425 0.32489  C4 1.084